Formula: C16H31O8Rb3
Source: the Open Molecules 2025 dataset
Level of theory: ωB97M-V with the def2-TZVPD basis set

```
58
Properties=species:S:1:pos:R:3
Rb -12.6047 -22.7372 -6.2463
Rb -14.8285 -21.9109 -2.3941
Rb -15.7676 -19.3075 -6.1880
O -10.9979 -19.4322 -4.5138
C -12.2897 -19.8303 -4.3552
O -12.5048 -20.9784 -3.9057
O -13.1296 -19.0222 -4.8328
H -11.2937 -18.6932 -5.0948
C -13.9273 -17.6688 -1.0317
C -13.4958 -19.0081 -0.5170
O -14.3173 -19.8823 -0.2620
C -12.0218 -19.3026 -0.4760
H -13.3241 -17.4939 -1.9275
H -13.7260 -16.8198 -0.3773
H -14.9851 -17.6404 -1.2861
H -11.7361 -19.7995 0.4493
H -11.5194 -18.3344 -0.4807
H -11.7652 -19.8844 -1.3622
C -8.5422 -24.3891 -4.0013
C -9.4395 -24.5342 -2.8106
O -9.0218 -24.8708 -1.7325
C -10.8902 -24.2475 -3.1208
H -8.7650 -23.5018 -4.5944
H -8.6040 -25.2824 -4.6278
H -7.4844 -24.3164 -3.7458
H -11.0084 -24.5896 -4.1557
H -11.2319 -23.2134 -3.0755
H -11.5179 -24.9577 -2.5793
C -7.1986 -21.9893 -6.5765
C -8.6111 -21.4063 -6.6715
O -9.6245 -22.0841 -6.5887
C -8.7519 -19.9642 -7.0310
H -6.5973 -21.2844 -6.0036
H -6.8175 -22.3483 -7.5293
H -7.2642 -22.8675 -5.9320
H -9.7792 -19.6865 -7.2563
H -8.2349 -19.7436 -7.9693
H -8.2874 -19.3449 -6.2647
C -11.5193 -15.0489 -6.2947
C -10.5115 -16.1326 -6.6339
O -10.9603 -17.1436 -7.1509
C -9.0873 -16.0144 -6.1782
H -12.4213 -15.2774 -6.8587
H -11.1887 -14.0772 -6.6648
H -11.6901 -15.0683 -5.2188
H -8.7346 -17.0367 -6.0538
H -9.1100 -15.4702 -5.2361
H -8.5202 -15.5632 -6.9926
C -7.6678 -20.8311 -2.4274
C -7.3600 -19.3721 -2.4256
O -6.5260 -18.9514 -1.6604
C -8.1867 -18.3816 -3.2556
H -8.6800 -21.0615 -2.0891
H -7.0335 -21.3911 -1.7415
H -7.4529 -21.2172 -3.4278
H -8.1407 -18.5133 -4.3383
H -7.6294 -17.4410 -3.2508
H -9.1927 -18.2281 -2.8743
```

Output
spin multiplicity = 1
charge = +2
E_tot = -1302.01073 Ha
LUMO energy = -0.256 Ha

---

Formula: C16H32AlFKO12
Source: the Open Molecules 2025 dataset
Level of theory: ωB97M-V with the def2-TZVPD basis set

```
63
Properties=species:S:1:pos:R:3
Al 1.5479 -4.0633 -2.3575
K 5.4497 -2.4329 1.1587
F 1.4929 -1.8377 0.9521
C 0.4581 3.2427 -6.9509
C 0.6833 2.1420 -5.8976
O 1.7740 2.5820 -5.1377
C 2.1540 1.7542 -4.0920
O 1.6365 0.6559 -3.8497
O 2.9811 2.4151 -3.3279
C 3.6179 1.6961 -2.2660
H 0.5016 4.1892 -6.4121
H -0.4488 2.9990 -7.5043
H 1.2481 3.2119 -7.7012
H 0.9635 1.2877 -6.5139
H -0.1400 1.6725 -5.3594
H 4.2949 0.9674 -2.7120
H 2.8227 1.2431 -1.6739
H 4.1643 2.4374 -1.6829
C -6.8216 -0.4427 -0.8119
C -5.8022 -1.4236 -0.3220
O -4.8228 -1.7410 -1.2557
C -3.6539 -1.1361 -1.3442
O -2.6529 -1.6984 -1.8141
O -3.6918 0.0665 -0.7894
C -2.7397 0.9743 -1.0336
H -7.1701 -0.9240 -1.7257
H -6.3936 0.5039 -1.1418
H -7.5981 -0.1693 -0.0975
H -6.2762 -2.3731 -0.0731
H -5.5000 -1.0209 0.6448
H -1.7931 0.4966 -0.7811
H -2.7703 1.8330 -0.3629
H -2.7754 1.4259 -2.0251
C -2.2888 -2.0454 2.9604
C -1.9938 -3.5218 3.1725
O -3.0773 -4.2074 2.5332
C -2.9025 -4.8784 1.3347
O -1.8168 -4.9308 0.7654
O -4.0975 -5.3981 0.8882
C -4.1009 -6.0563 -0.3243
H -1.9110 -1.7529 1.9806
H -1.6162 -1.5163 3.6356
H -3.3241 -1.7418 3.1152
H -2.1587 -3.8279 4.2056
H -1.0844 -3.9116 2.7152
H -3.5342 -5.4954 -1.0675
H -5.0821 -6.1170 -0.7950
H -3.6799 -7.0536 -0.1968
C 7.5986 3.3850 5.3387
C 6.7566 2.6447 4.2954
O 5.3723 2.8534 4.5173
C 4.4914 2.5209 3.5450
O 4.7912 1.7656 2.6454
O 3.3441 3.1740 3.7334
C 2.2636 3.1442 2.8250
H 7.3178 3.0131 6.3240
H 7.4628 4.4663 5.3572
H 8.6835 3.2890 5.2958
H 6.9574 1.5945 4.5072
H 7.0387 2.8738 3.2678
H 1.2929 3.5283 3.1383
H 1.9954 2.0976 2.6808
H 2.5620 3.5714 1.8676
```

Output
spin multiplicity = 1
charge = +3
E_tot = -2472.64058 Ha
LUMO energy = -0.551 Ha

---

Formula: C16H32Br16
Source: the Open Molecules 2025 dataset
Level of theory: ωB97M-V with the def2-TZVPD basis set

```
64
Properties=species:S:1:pos:R:3
Br 1.5919 2.4202 -0.9406
C 2.8975 1.0288 -1.4223
C 4.2858 1.4332 -1.0876
Br 5.5026 -0.1143 -1.1591
H 2.7745 0.8431 -2.4893
H 2.4914 0.1145 -0.9895
H 4.3456 1.8145 -0.0682
H 4.6918 2.1118 -1.8378
Br -1.0336 0.5138 1.3471
C -0.8937 -0.4215 -0.4744
C 0.6614 -0.3826 -0.8217
Br 1.8239 -0.8413 0.7641
H -1.5355 0.2486 -1.0464
H -1.2919 -1.4142 -0.2645
H 0.9373 0.6336 -1.1030
H 0.9681 -1.2348 -1.4281
Br -0.2274 -0.5497 4.6981
C -0.0550 -1.4795 2.8686
C -1.4504 -1.7526 2.3668
Br -2.2951 -3.2938 3.3108
H 0.3732 -2.4465 3.1329
H 0.6103 -0.9833 2.1621
H -1.4590 -1.9008 1.2870
H -2.0856 -0.8882 2.5603
Br -0.4674 -1.4041 -2.5443
C -0.5305 -3.4572 -2.5844
C -1.6649 -3.9710 -3.4804
Br -1.1143 -3.4753 -5.2867
H -0.6415 -3.7426 -1.5383
H 0.5083 -3.6280 -2.8667
H -2.5894 -3.4824 -3.1728
H -1.5994 -5.0581 -3.4347
Br -2.7335 -1.3590 0.5589
C -3.6117 -2.1862 -0.9651
C -3.8289 -3.6554 -0.6113
Br -4.8184 -4.6123 -2.0535
H -2.9984 -2.1144 -1.8633
H -4.5646 -1.6972 -1.1674
H -4.5362 -3.7536 0.2123
H -2.8982 -4.2210 -0.5661
Br 2.0077 1.3107 4.2554
C 2.5454 0.4383 2.5547
C 4.0334 0.0858 2.5109
Br 4.2261 -1.3818 1.2150
H 2.3561 1.0929 1.7040
H 1.8526 -0.4002 2.4837
H 4.4245 -0.2338 3.4768
H 4.7672 0.7379 2.0372
Br -1.3698 1.9077 -1.3247
C -0.6055 3.2819 -2.4919
C 0.0855 4.3473 -1.5769
Br 0.7473 5.8150 -2.7266
H -1.3753 3.7418 -3.1117
H 0.1204 2.7512 -3.1080
H 0.8811 3.8896 -0.9890
H -0.5892 4.8215 -0.8643
Br 0.9727 2.8262 3.1979
C -0.9306 3.2522 3.0106
C -1.3272 3.1256 1.5408
Br -0.8414 4.7548 0.6410
H -1.0099 4.2701 3.3922
H -1.4485 2.5643 3.6789
H -2.3980 2.9576 1.4255
H -0.6640 2.4021 1.0666
```

Output
spin multiplicity = 1
E_tot = -41811.82151 Ha
LUMO energy = -0.023 Ha

---

Formula: C16H32CdO2P2
Source: the Open Molecules 2025 dataset
Level of theory: ωB97M-V with the def2-TZVPD basis set

```
53
Properties=species:S:1:pos:R:3
P 1.3149 -0.3709 -1.4415
P -0.5548 -1.5937 1.0786
C 1.9620 -1.5431 -0.1950
C 0.9057 -2.5142 0.3514
H 2.4287 -0.9010 0.5853
H 2.7562 -2.0926 -0.7208
H 0.5282 -3.2102 -0.4311
H 1.3878 -3.0775 1.1567
C 0.3844 -1.5851 2.7241
H -0.2270 -1.3209 3.5899
H 1.2689 -0.9456 2.7421
H 0.7216 -2.6199 2.8770
C -1.8591 -2.6929 1.7398
H -1.6496 -2.9113 2.7884
H -1.9123 -3.5892 1.1185
H -2.8231 -2.1709 1.6482
C 3.0101 0.3535 -1.7679
H 3.0207 1.0741 -2.6001
H 3.6967 -0.4695 -2.0108
H 3.3983 0.8454 -0.8615
C 1.0081 -1.2543 -3.0208
H 0.4909 -2.2187 -2.8003
H 1.9862 -1.4474 -3.4968
H 0.3753 -0.6041 -3.6599
Cd -1.3756 -2.7070 -1.4999
C 0.1487 1.4111 1.8512
C 1.4672 1.5279 1.7853
C 2.0362 2.8914 1.6093
C 1.4721 3.6797 0.4044
C 1.4115 2.9809 -0.8989
C 0.5272 2.0587 -1.3679
C -0.7859 1.6675 -0.7068
C -0.9080 1.8799 0.8432
C -3.0044 -1.7795 -2.4884
H -0.3466 0.7799 2.5964
H 2.1365 0.6803 1.9778
H 3.1339 2.8881 1.6599
H 1.6847 3.4497 2.4945
H 0.4914 4.0804 0.6729
H 2.1774 4.5054 0.2801
H 2.1240 3.3559 -1.6360
H 0.5732 1.8212 -2.4821
H -1.0453 0.6214 -0.9831
H -1.6206 2.2134 -1.2045
H -1.1428 2.9589 0.9599
H -1.8512 1.3554 1.0686
H -3.4783 -2.2398 -3.3479
H -2.3409 -0.9360 -2.7366
H -3.7848 -1.3984 -1.8203
O -4.8035 -1.0645 1.8177
C -4.8085 -0.2117 0.9003
O -3.8821 0.2162 0.1806
H -5.8243 0.1738 0.6765
```

Output
spin multiplicity = 1
E_tot = -1629.45882 Ha
LUMO energy = -0.085 Ha